C24H53BO11P | ωB97M-V/def2-TZVPD

Net charge ... +1
Energy ... -58229.324 eV
Spin multiplicity ... 1
LUMO energy ... -3.457 eV
Orbital gap ... 7.7 eV
E_HOMO ... -11.2 eV

Each line ends with the Mulliken charge.
Cartesian coordinates (Å):
O: 2.840 -1.407 1.896  -0.5191
C: 2.602 -1.008 0.483  0.0074
C: 2.581 0.631 0.348  -0.5524
C: 1.373 1.147 -0.687  -0.0759
P: -0.191 1.405 0.445  0.4001
O: -1.578 0.517 -0.122  -0.3943
B: -2.116 -0.403 0.899  0.5868
O: -2.475 -1.783 0.421  -0.2854
O: -2.374 -0.095 2.320  -0.4681
H: 1.960 -1.457 2.400  0.2929
H: 3.463 -1.435 -0.202  0.2803
H: 1.531 -1.417 0.182  -0.0833
H: 2.281 1.051 1.424  0.2018
H: 3.617 1.111 0.082  0.3511
H: 1.756 2.188 -1.098  -0.0144
H: 1.170 0.357 -1.532  0.4120
H: 0.106 1.054 1.818  0.1115
H: -0.477 2.844 0.384  0.2145
H: -1.667 -2.163 -0.069  0.2841
H: -1.529 0.040 2.843  0.2673
C: -1.773 -3.947 3.100  -0.8441
C: -0.485 -3.266 3.480  0.7289
O: -0.304 -2.071 3.253  -0.5196
C: 0.572 -4.103 4.148  -1.2367
H: -2.442 -3.221 2.626  0.1933
H: -1.571 -4.752 2.389  0.3016
H: -2.262 -4.343 3.994  0.4184
H: 0.878 -4.915 3.484  0.3239
H: 0.187 -4.505 5.089  0.3797
H: 1.445 -3.479 4.365  0.3057
C: -5.944 -4.899 1.085  -0.9915
C: -4.601 -5.541 0.860  0.8233
O: -3.646 -5.300 1.597  -0.4823
C: -4.471 -6.488 -0.303  -1.1685
H: -5.889 -4.240 1.958  0.1661
H: -6.220 -4.301 0.213  0.3419
H: -6.696 -5.668 1.274  0.3498
H: -4.682 -5.961 -1.237  0.3237
H: -5.158 -7.328 -0.176  0.4230
H: -3.447 -6.875 -0.343  0.2095
C: 4.300 5.708 -2.684  -0.8557
C: 2.949 5.155 -2.314  0.8147
O: 2.840 4.173 -1.582  -0.5643
C: 1.738 5.851 -2.875  -1.1475
H: 5.081 5.106 -2.208  0.2452
H: 4.436 5.663 -3.767  0.1985
H: 4.388 6.739 -2.331  0.3791
H: 1.759 5.812 -3.967  0.3418
H: 1.712 6.888 -2.530  0.3377
H: 0.833 5.343 -2.524  0.2832
C: -7.644 -3.038 4.844  -1.0533
C: -8.553 -3.284 3.669  0.8039
O: -8.264 -4.104 2.799  -0.5137
C: -9.828 -2.488 3.600  -1.1080
H: -6.762 -3.683 4.762  0.2501
H: -7.316 -1.996 4.848  0.3123
H: -8.166 -3.277 5.774  0.3601
H: -9.598 -1.420 3.549  0.3334
H: -10.448 -2.702 4.474  0.3364
H: -10.384 -2.770 2.699  0.2887
C: 2.855 5.735 1.557  -0.7960
C: 4.142 6.417 1.937  0.8150
O: 4.323 7.612 1.710  -0.5637
C: 5.199 5.580 2.606  -1.0957
H: 2.186 6.462 1.084  0.2667
H: 3.057 4.930 0.846  0.0438
H: 2.366 5.340 2.451  0.4062
H: 5.506 4.768 1.942  0.2915
H: 4.815 5.177 3.547  0.3271
H: 6.073 6.204 2.823  0.3074
C: 6.606 7.468 -6.720  -1.0756
C: 5.994 6.115 -6.472  0.7973
O: 5.675 5.756 -5.340  -0.6012
C: 5.786 5.219 -7.663  -1.0821
H: 6.696 8.005 -5.770  0.2798
H: 7.604 7.351 -7.151  0.3400
H: 5.967 8.048 -7.391  0.3265
H: 6.747 5.001 -8.137  0.3355
H: 5.111 5.698 -8.376  0.3278
H: 5.336 4.276 -7.334  0.2799
C: -1.439 -5.352 -1.750  -0.7252
C: -0.015 -4.952 -1.472  0.7440
O: 0.252 -3.886 -0.918  -0.4916
C: 1.070 -5.904 -1.899  -1.2343
H: -2.114 -4.569 -1.388  0.1337
H: -1.588 -5.472 -2.826  0.3982
H: -1.672 -6.284 -1.227  0.1445
H: 1.033 -6.049 -2.981  0.3399
H: 0.949 -6.860 -1.383  0.3380
H: 2.046 -5.484 -1.635  0.3167